Molecular formula: C13H21BBr8NO11
Method: DFT, wB97M-V/def2-TZVPD

XYZ file:
```
55
Properties=species:S:1:pos:R:3:lowdin_charge:R:1
N -15.730 -5.607 16.918 0.238
H -16.326 -5.281 16.095 0.073
H -14.756 -5.368 16.746 -0.051
H -15.789 -6.624 16.924 0.009
H -16.088 -5.224 17.798 0.069
O -17.484 -3.442 18.212 0.103
C -18.068 -2.849 17.345 -0.400
O -17.919 -2.998 16.065 0.234
B -18.754 -1.993 15.340 -0.872
O -19.523 -1.323 16.395 0.239
C -19.161 -1.770 17.587 -0.389
O -19.613 -1.438 18.642 0.139
O -17.964 -1.083 14.519 0.233
C -18.317 -1.191 13.244 -0.386
O -17.974 -0.473 12.356 0.146
C -19.391 -2.303 13.150 -0.395
O -19.633 -2.705 14.388 0.226
O -19.947 -2.678 12.164 0.147
O -14.859 -4.979 14.250 -0.028
C -16.218 -4.937 13.855 -0.774
O -16.402 -4.404 12.751 0.004
O -17.071 -5.449 14.621 -0.054
H -14.513 -4.673 13.397 0.090
Br -10.891 -9.722 13.523 0.603
C -11.945 -9.797 15.182 -0.697
C -12.467 -8.412 15.441 -0.686
Br -13.707 -8.531 16.947 0.646
H -11.315 -10.146 15.996 0.056
H -12.699 -10.548 14.981 0.047
H -13.083 -8.083 14.612 0.058
H -11.670 -7.738 15.722 0.038
Br -18.171 -7.961 17.849 0.632
C -19.860 -8.642 17.151 -0.681
C -19.649 -9.689 16.106 -0.696
Br -18.875 -8.904 14.487 0.624
H -20.367 -7.772 16.746 0.056
H -20.416 -9.016 18.007 0.057
H -20.583 -10.147 15.785 0.055
H -18.972 -10.495 16.371 0.045
Br -11.192 -4.008 23.097 0.635
C -12.318 -4.268 21.550 -0.732
C -13.073 -5.576 21.669 -0.721
Br -14.311 -5.779 20.205 0.657
H -11.711 -4.211 20.648 0.045
H -13.031 -3.452 21.441 0.059
H -13.541 -5.579 22.652 0.053
H -12.408 -6.433 21.625 0.052
Br -8.182 -3.186 16.933 0.603
C -10.144 -3.242 16.895 -0.683
C -10.551 -4.678 16.704 -0.670
Br -12.505 -4.782 16.859 0.727
H -10.455 -2.632 16.058 0.061
H -10.426 -2.862 17.869 0.044
H -10.127 -5.389 17.400 0.053
H -10.354 -4.969 15.676 0.057
```

Computed properties:
net charge	-1
energy relative to the best compared isomer or geometry (same formula, charge and spin)	23.0	kcal/mol
HOMO energy	-6.041	eV
LUMO energy	1.4	eV
orbital gap	7.5	eV